[1]
DFT (ωB97M-V/def2-TZVPD) results for a structure of composition C24H23BrN4O7STb in a non-equilibrium geometry.

Properties
expectation value of S² = 12.6674
2S+1 = 7
ΔE to the lowest compared entry with this formula, charge and spin = 27.2 kcal per mole
LUMO level (spin up / spin down) = 2.3 / 2.3 eV
HOMO energy (spin up / spin down) = -4.31 / -4.25 eV
largest force on an atom = 0.088 Eh/bohr
charge = -1

Element x y z (Å)
Tb1 9.770 9.679 9.877
Br1 8.844 9.936 6.556
S1 12.078 13.878 11.600
O1 7.378 9.707 10.458
O2 9.273 7.688 9.010
O3 11.665 8.529 10.823
O4 11.538 9.971 8.536
O5 9.053 5.522 8.694
O6 10.286 8.600 13.633
O7 12.537 10.057 6.531
N1 6.456 8.763 12.266
N2 12.005 7.156 8.486
N3 8.749 9.326 12.119
N4 11.011 11.628 10.995
C1 7.519 9.244 11.629
C2 12.906 8.054 7.855
C3 11.649 7.067 10.936
C4 8.399 12.452 7.830
C5 7.951 8.133 14.008
C6 7.670 14.459 6.524
C7 7.459 14.401 8.963
C8 11.727 12.782 12.904
C9 11.202 11.638 12.368
C10 8.124 12.478 10.193
C11 9.117 8.634 13.263
C12 12.275 9.469 7.584
C13 8.511 12.448 5.363
C14 8.611 11.925 9.066
C15 11.470 12.738 10.482
C16 5.112 8.701 11.809
C17 9.677 6.562 8.575
C18 7.972 13.790 5.378
C19 7.829 13.781 7.775
C20 12.393 6.484 9.740
C21 6.678 8.184 13.538
C22 7.575 13.757 10.172
C23 10.920 6.637 7.699
C24 8.610 11.783 6.553
H1 8.182 12.041 11.201
H2 12.260 5.400 9.670
H3 13.771 8.224 8.549
H4 10.752 7.361 6.891
H5 13.492 6.647 9.885
H6 7.189 14.201 11.088
H7 11.926 13.036 13.965
H8 8.869 11.939 4.448
H9 11.420 13.007 9.442
H10 6.971 15.370 8.974
H11 11.161 5.686 7.248
H12 4.973 9.440 10.979
H13 10.578 6.697 10.971
H14 4.807 7.756 11.449
H15 10.903 10.740 12.945
H16 7.914 14.315 4.392
H17 8.083 7.809 15.054
H18 4.355 9.020 12.519
H19 13.232 7.671 6.858
H20 7.287 15.501 6.520
H21 5.810 7.793 14.047
H22 12.241 8.788 10.100
H23 12.112 6.777 11.909

Here are the Mulliken charges for atoms 1 to 5, given in e: 0.02 -0.10 -0.20 -0.58 -0.39

---

[2]
DFT (ωB97M-V/def2-TZVPD) results for a cluster of 2 separate species, C21H27I2N2O7 in total.

Properties
LUMO level = -4.1 eV
HOMO energy = -9.99 eV
largest force on an atom = 0.012 Eh/bohr
charge = +1

Element x y z (Å)
I1 0.642 4.019 -0.254
I2 1.628 -0.159 2.269
O1 5.212 -2.781 -3.879
O2 -2.262 2.032 -0.605
O3 -1.945 0.261 0.759
O4 0.704 -3.774 1.851
O5 3.738 -1.158 -4.318
O6 -2.853 -1.387 -0.605
O7 -1.769 -3.122 0.510
N1 1.678 -0.135 -2.571
N2 -3.660 1.974 2.738
C1 4.585 -1.645 -3.600
C2 1.063 1.263 0.820
C3 4.982 -1.075 -2.262
C4 0.928 2.533 1.193
C5 -0.423 0.658 -1.071
C6 1.937 0.333 -1.329
C7 -4.506 3.858 3.532
C8 0.860 0.746 -0.543
C9 0.490 -3.898 0.458
C10 1.048 3.062 2.588
C11 -2.836 -2.768 -0.291
C12 0.444 -0.217 -3.104
C13 4.386 0.323 -2.027
C14 -0.499 -2.876 -0.061
C15 -0.639 0.182 -2.365
C16 -1.636 1.070 -0.292
C17 -3.107 -0.541 0.467
C18 3.373 0.394 -0.875
C19 -3.394 3.297 2.965
C20 -5.483 2.834 3.653
C21 -4.931 1.684 3.156
H1 -3.741 -3.049 0.247
H2 -6.475 2.931 4.060
H3 -5.334 0.689 3.070
H4 0.508 2.423 3.286
H5 2.456 -0.430 -3.178
H6 3.940 0.696 -2.942
H7 0.352 -0.597 -4.109
H8 -3.019 1.322 2.323
H9 -3.926 0.130 0.208
H10 -0.545 -2.916 -1.156
H11 -1.637 0.115 -2.768
H12 -2.816 -3.289 -1.251
H13 5.199 1.016 -1.824
H14 0.056 -4.887 0.327
H15 0.634 4.061 2.664
H16 -0.153 -1.875 0.220
H17 3.523 1.292 -0.280
H18 -2.442 3.725 2.702
H19 1.430 -3.814 -0.095
H20 4.609 -1.807 -1.543
H21 -4.610 4.889 3.828
H22 3.534 -0.439 -0.187
H23 -3.345 -1.080 1.381
H24 2.096 3.105 2.889
H25 4.769 -3.201 -4.633
H26 1.112 -2.920 2.026
H27 6.065 -1.075 -2.171

Here are the natural (NBO) charges for atoms 1 to 5, given in e: 0.22 0.20 -0.64 -0.47 -0.56

---

[3]
DFT (ωB97M-V/def2-TZVPD) results for an isolated molecule of C3H5Cl in a non-equilibrium geometry.

Properties
ΔE to the lowest compared entry with this formula, charge and spin = 11.2 kcal per mole
SMILES string = C/C=C/Cl
LUMO level = 1.2 eV
HOMO energy = -9.31 eV
largest force on an atom = 0.082 Eh/bohr

Element x y z (Å)
Cl1 0.363 2.419 1.650
C1 0.121 -0.147 0.588
C2 0.152 1.196 0.498
C3 -0.158 -1.014 -0.663
H1 -0.039 1.558 -0.623
H2 0.078 -0.348 -1.475
H3 0.464 -1.878 -0.778
H4 -1.218 -1.141 -0.681
H5 0.238 -0.647 1.484

Here are the natural (NBO) charges for atoms 1 to 5, given in e: 0.03 -0.19 -0.26 -0.63 0.20

---

[4]
DFT (ωB97M-V/def2-TZVPD) results for an isolated molecule of C5H13NS in a non-equilibrium geometry.

Properties
ΔE to the lowest compared entry with this formula, charge and spin = 51.9 kcal per mole
SMILES string = CCCNCCS
LUMO level = 0.9 eV
HOMO energy = -8.49 eV
largest force on an atom = 0.073 Eh/bohr

Element x y z (Å)
S1 -3.349 -2.212 1.225
N1 -0.115 -0.219 0.165
C1 0.751 0.993 0.608
C2 -1.779 -1.837 0.273
C3 1.960 1.393 -0.210
C4 1.630 1.439 -1.800
C5 -0.853 -1.063 1.130
H1 2.777 0.706 0.059
H2 -0.005 1.841 0.813
H3 2.260 2.407 0.112
H4 -1.461 -2.870 0.203
H5 -2.062 -1.373 -0.852
H6 1.175 0.538 -2.248
H7 2.640 1.885 -2.296
H8 1.225 0.793 1.590
H9 -4.254 -1.666 0.318
H10 -0.242 -1.761 1.740
H11 -1.503 -0.536 1.852
H12 0.276 -0.670 -0.613
H13 0.931 2.211 -2.068

Here are the natural (NBO) charges for atoms 1 to 5, given in e: -0.10 -0.66 -0.21 -0.49 -0.41

---

[5]
DFT (ωB97M-V/def2-TZVPD) results for a structure of composition C5H8N in a non-equilibrium geometry.

Properties
expectation value of S² = 2.0292
2S+1 = 3
ΔE to the lowest compared entry with this formula, charge and spin = 104.6 kcal per mole
LUMO level (spin up / spin down) = -6.1 / -9.6 eV
HOMO energy (spin up / spin down) = -13.96 / -16.51 eV
largest force on an atom = 0.069 Eh/bohr
charge = +1

Element x y z (Å)
N1 0.758 -0.577 2.862
C1 -2.246 1.028 0.039
C2 -0.028 -0.206 0.489
C3 0.394 -0.483 1.774
C4 -0.987 0.316 -0.291
C5 2.118 -0.914 -0.838
H1 -3.051 0.422 -0.253
H2 1.725 -1.001 -1.848
H3 -2.432 1.460 1.042
H4 1.209 -0.559 -0.103
H5 2.658 -1.740 -0.488
H6 2.917 -0.218 -0.409
H7 -0.831 0.550 -1.317
H8 -2.204 1.923 -0.659

Here are the Mulliken charges for atoms 1 to 5, given in e: -0.17 -0.95 0.08 0.16 0.18

---

[6]
DFT (ωB97M-V/def2-TZVPD) results for a structure of composition C12H11Cl3N3O7SV in a non-equilibrium geometry.

Properties
LUMO level = -9.5 eV
HOMO energy = -16.87 eV
largest force on an atom = 0.083 Eh/bohr
charge = +2

Element x y z (Å)
V1 -0.299 -0.400 0.096
Cl1 0.343 -3.873 -2.807
Cl2 1.125 -2.617 -0.324
Cl3 2.818 -2.277 -2.644
S1 -1.506 1.552 0.039
O1 0.286 -0.926 -3.731
O2 1.201 0.372 0.389
O3 0.788 -2.186 5.678
O4 2.967 0.898 1.680
O5 -2.995 -2.514 1.798
O6 -1.637 -1.317 0.452
O7 -0.126 -0.520 -1.594
N1 -1.373 1.986 -2.606
N2 0.229 3.043 -1.306
N3 -0.002 -0.821 1.944
C1 0.577 -1.723 4.484
C2 0.357 -1.175 -2.572
C3 -0.636 -2.098 3.836
C4 -0.861 -1.632 2.565
C5 -2.000 -1.908 1.583
C6 0.949 3.682 -2.393
C7 1.151 -0.482 2.513
C8 -0.814 2.250 -1.449
C9 1.925 0.358 1.494
C10 1.493 -0.896 3.781
C11 -2.491 1.107 -2.858
C12 1.158 -2.485 -2.097
H1 -1.345 -2.738 4.343
H2 -0.985 2.418 -3.441
H3 -2.175 0.285 -3.506
H4 0.305 4.370 -2.944
H5 1.775 4.254 -1.979
H6 1.629 -1.936 6.099
H7 -3.277 1.662 -3.373
H8 0.548 3.244 -0.365
H9 1.358 2.938 -3.080
H10 -2.894 0.705 -1.927
H11 2.434 -0.598 4.223

Here are the natural (NBO) charges for atoms 1 to 5, given in e: 1.09 0.14 0.13 0.13 0.14

---

Which of these has the highest largest force on an atom?
C24H23BrN4O7STb